The following is a DFT calculation (ωB97M-V/def2-TZVPD) of a 2-piece molecular cluster, C21H24F6N overall at a distorted geometry.

Its orbital gap is 5.801 eV. The net charge is +1. The LUMO energy comes out at -6.490 eV. The calculation puts the largest force on an atom at 2.35 eV/Å. The multiplicity is 1. For the total energy, the calculation gives -1468.2911 hartree.

Geometry (Å):
F  1.75  -0.03  5.94
C  2.64  0.46  5.02
F  2.79  1.80  5.28
F  3.84  -0.14  5.28
C  2.20  0.22  3.61
C  2.78  0.97  2.59
C  2.35  0.79  1.29
C  1.38  -0.20  0.97
C  0.99  -0.38  -0.40
C  0.77  -1.63  -1.03
C  0.65  -2.87  -0.32
C  0.13  -4.00  -0.94
C  -0.18  -3.94  -2.30
C  -0.83  -5.13  -2.94
F  -1.43  -4.83  -4.13
F  0.07  -6.12  -3.17
F  -1.81  -5.66  -2.13
C  0.14  -2.83  -3.08
C  0.67  -1.71  -2.45
C  0.80  -0.94  2.04
C  1.25  -0.77  3.34
H  3.56  1.69  2.83
H  2.79  1.39  0.48
H  1.08  0.49  -1.04
H  0.98  -2.94  0.71
H  -0.03  -4.91  -0.38
H  -0.03  -2.85  -4.15
H  1.02  -0.88  -3.08
H  -0.01  -1.64  1.84
H  0.87  -1.39  4.14
C  -2.18  3.43  2.76
C  -1.18  2.60  1.93
C  -1.67  2.48  0.50
N  -0.88  1.65  -0.43
C  -1.41  1.89  -1.77
C  -0.60  1.28  -2.89
C  -1.21  1.54  -4.27
H  -1.87  3.49  3.80
H  -2.25  4.45  2.37
H  -3.18  2.99  2.72
H  -0.20  3.08  1.92
H  -1.05  1.60  2.38
H  -2.72  2.12  0.49
H  -1.67  3.50  0.06
H  -1.07  0.67  -0.18
H  -2.46  1.54  -1.83
H  -1.40  2.98  -1.92
H  0.42  1.70  -2.85
H  -0.52  0.20  -2.74
H  -0.60  1.07  -5.05
H  -2.22  1.12  -4.34
H  -1.25  2.61  -4.48

The following is a DFT calculation (ωB97M-V/def2-TZVPD) of C34H35N3O4PbS3SeSi as an isolated structure at a distorted geometry.

Its orbital gap is 6.565 eV. The net charge is -2. The LUMO energy comes out at 4.183 eV. The calculation puts the largest force on an atom at 2.82 eV/Å. For the relative energy (zero: lowest compared OMol25 entry of this formula, charge and spin), the calculation gives 0.0 kJ/mol. The multiplicity is 1. For the total energy, the calculation gives -5860.2879 hartree.

Geometry (Å):
Pb  1.51  0.03  -1.12
S  2.63  1.90  0.38
C  3.98  1.15  1.26
C  4.79  2.02  2.00
C  5.92  1.56  2.66
C  6.24  0.21  2.58
C  5.44  -0.66  1.86
C  4.29  -0.22  1.18
S  3.29  -1.41  0.39
H  4.52  3.07  2.04
H  6.54  2.25  3.22
H  7.12  -0.17  3.08
H  5.69  -1.71  1.80
C  1.23  1.87  1.80
Si  -0.44  0.92  1.77
C  -1.62  1.66  0.49
N  -1.45  1.13  -0.87
C  -2.19  -0.12  -1.12
C  -2.72  -0.18  -2.55
C  -3.63  1.03  -2.83
C  -2.94  2.36  -2.47
C  -1.52  2.11  -1.96
C  -1.23  -0.28  3.04
C  -2.57  -0.64  2.98
C  -3.12  -1.59  3.84
C  -2.32  -2.20  4.80
C  -0.98  -1.87  4.88
C  -0.44  -0.92  4.01
C  -0.76  2.52  3.21
C  -0.95  3.84  2.77
C  -1.39  4.86  3.61
C  -1.64  4.60  4.95
C  -1.43  3.31  5.43
C  -1.00  2.30  4.57
H  1.96  1.48  2.51
H  1.30  2.95  1.77
H  -1.44  2.74  0.46
H  -2.67  1.56  0.83
H  -3.05  -0.18  -0.44
H  -1.56  -0.99  -0.94
H  -3.27  -1.11  -2.67
H  -1.89  -0.22  -3.25
H  -4.54  0.91  -2.22
H  -3.95  1.02  -3.87
H  -3.51  2.90  -1.72
H  -2.86  3.02  -3.35
H  -1.06  3.04  -1.62
H  -0.90  1.77  -2.78
H  -3.21  -0.18  2.23
H  -4.17  -1.85  3.75
H  -2.74  -2.94  5.47
H  -0.34  -2.35  5.61
H  0.62  -0.69  4.08
H  -0.75  4.09  1.73
H  -1.53  5.86  3.21
H  -1.98  5.39  5.61
H  -1.61  3.09  6.48
H  -0.88  1.30  4.99
O  -1.02  -2.86  -2.69
C  0.04  -2.97  -3.29
N  1.21  -2.37  -2.97
S  2.43  -2.82  -3.92
O  2.99  -1.71  -4.64
O  3.37  -3.68  -3.24
C  1.45  -3.84  -5.02
C  1.81  -4.57  -6.14
C  0.81  -5.31  -6.77
C  -0.49  -5.32  -6.27
C  -0.83  -4.58  -5.14
C  0.17  -3.84  -4.52
H  2.82  -4.56  -6.51
H  1.05  -5.89  -7.65
H  -1.25  -5.91  -6.77
H  -1.83  -4.57  -4.73
C  0.07  -1.84  0.94
O  0.24  -0.42  0.85
H  0.26  -2.29  -0.05
H  -0.95  -2.10  1.22
H  0.77  -2.26  1.66
Se  1.94  2.86  -3.21
C  0.51  3.54  -4.09
N  -0.40  3.99  -4.65

Q: Number 1 is which compound?
A: C21H24F6N